Density functional theory data (ωB97M-V with the def2-TZVPD basis set) for a molecular structure, C6H9N3O3 in a non-equilibrium geometry.

Each line ends with the Mulliken charge.
Cartesian coordinates (Å):
O: -0.930 -3.009 1.518  -0.78
C: 0.252 -1.754 -0.723  0.52
N: 0.010 -1.271 0.579  -0.21
H: -1.126 2.114 -1.694  0.25
C: -0.537 1.396 1.280  -0.58
C: 0.178 1.498 -0.026  0.59
N: -0.414 -2.876 -1.053  -0.34
H: -0.196 -3.285 -1.946  0.23
H: 0.148 0.888 -2.134  0.24
C: 0.895 2.526 -0.830  -0.57
C: -0.170 1.667 -1.457  -0.60
C: 0.568 0.474 0.910  -0.26
H: -0.867 -3.431 -0.339  0.24
N: -0.501 -1.875 1.650  1.15
H: 1.505 0.327 1.412  0.40
O: -0.503 -1.258 2.685  -0.62
H: 0.675 3.564 -0.626  0.25
H: 1.926 2.334 -1.090  0.25
O: 0.981 -1.146 -1.468  -0.61
H: -1.550 1.020 1.272  0.20
H: -0.343 2.097 2.081  0.25

Results
- gap between HOMO and LUMO (eV) = 11.104
- energy (eV) = -16975.062
- E_LUMO (eV) = 0.6840
- E_HOMO (eV) = -10.42